[1]
Entry from OMol25: a structure of composition C7H9ClN2O3S at a distorted geometry (ωB97M-V with the def2-TZVPD basis set).

As for the net charge: 0. The value obtained for the total energy is -39881.5924 eV. Its largest force on an atom is 3.384 eV/Å.

Each line ends with the Löwdin charge.
Geometry (Å):
C (-2.54107, -1.57519, 0.38242)  -0.06
C (-1.98327, -0.47116, 1.08612)  -0.06
C (-2.46263, -1.67394, -0.99171)  -0.09
C (-1.21611, 0.48999, 0.47154)  -0.05
C (-1.69297, -0.72062, -1.65748)  -0.05
C (-1.03574, 0.29869, -0.92483)  -0.24
C (-0.37854, 1.33524, -1.71528)  -0.17
N (3.25662, 0.49038, 1.96626)  -0.05
N (1.25241, -0.61741, 0.71785)  -0.67
O (1.69479, 1.77103, 0.91547)  -0.22
O (3.05881, 0.39687, -0.63241)  -0.30
O (0.31898, 2.21004, -1.22707)  0.02
S (2.36952, 0.39200, 0.58438)  0.47
Cl (1.33506, -1.91445, -0.37228)  0.58
H (-3.01961, -2.45655, 0.79098)  0.10
H (-1.95010, -0.30357, 2.19250)  0.12
H (-2.88075, -2.46187, -1.60455)  0.11
H (-0.67115, 1.36536, 0.79744)  0.10
H (-1.50134, -0.75897, -2.76205)  0.13
H (1.06344, 2.17175, 0.20160)  0.07
H (-0.60037, 1.26149, -2.75571)  0.12
H (4.10954, 1.00988, 1.95923)  0.07
H (3.47447, -0.23898, 2.57760)  0.06



[2]
Entry from OMol25: the molecule C3H5BrFN (ωB97M-V with the def2-TZVPD basis set).

As for the net charge: 0. The value obtained for the total energy is -77438.8161 eV. Its largest force on an atom is 0.790 eV/Å.

Each line ends with the Löwdin charge.
Geometry (Å):
C (-1.13551, -0.26954, -0.94855)  0.05
C (1.09443, -0.57363, 0.01757)  -0.57
C (0.32453, 0.62282, 0.55157)  -0.51
N (-1.03051, 0.23857, 0.29978)  -0.03
F (0.59280, 1.75460, -0.19697)  -0.02
Br (2.98884, -0.38932, 0.01574)  0.63
H (-0.64327, 0.25002, -1.74658)  0.07
H (-1.91227, -0.97926, -1.16988)  0.08
H (0.82288, -1.49181, 0.52762)  0.03
H (0.51301, 0.92893, 1.59619)  0.15
H (-1.61492, -0.09137, 1.05348)  0.14



[3]
Entry from OMol25: a cluster of 2 separate species, H3S3 in total at a distorted geometry (ωB97M-V with the def2-TZVPD basis set).

As for the net charge: -1. The value obtained for the total energy is -32555.6098 eV. Its largest force on an atom is 1.858 eV/Å.

Each line ends with the Löwdin charge.
Geometry (Å):
S (-1.20243, -1.31190, 0.02595)  -0.04
H (-0.93443, -2.59434, 0.29781)  -0.29
S (1.09238, 1.82719, 0.62494)  0.28
S (0.52722, -1.13326, -1.25080)  -0.35
H (-0.14724, 2.47413, 0.43337)  -0.21
H (0.66450, 0.73819, -0.13127)  -0.39



[4]
Entry from OMol25: a structure of composition C25H45BBr27ClFN2O6P2 at a distorted geometry (ωB97M-V with the def2-TZVPD basis set).

As for the net charge: +1. The value obtained for the total energy is -1967553.3605 eV. Its largest force on an atom is 4.841 eV/Å.

Each line ends with the Löwdin charge.
Geometry (Å):
C (-4.28007, -0.66979, 2.19849)  -0.09
C (-3.04554, 0.18265, 2.68049)  -0.14
B (-2.65651, 1.20801, 1.51735)  -0.35
O (-3.65613, 1.86661, 0.74535)  0.10
C (-1.11948, 1.61858, 1.10973)  -0.13
C (-0.08847, 1.33822, 2.25114)  -0.10
C (0.81008, 0.06023, 2.06592)  -0.57
F (2.02494, 0.46916, 1.48486)  -0.04
P (1.15700, -0.59810, 3.79902)  0.88
P (2.59050, 0.79823, 4.72156)  0.40
O (3.75239, 1.13592, 3.79199)  -0.38
O (3.26413, -0.05209, 5.99696)  -0.19
O (1.86854, 2.20936, 5.21689)  -0.24
C (0.07042, -0.93486, 1.09045)  -0.16
C (0.76683, -2.33591, 0.92251)  -0.13
C (-0.20433, -3.45993, 0.43702)  -0.18
C (-1.22468, -3.97532, 1.50216)  -0.29
N (-2.47413, -4.42351, 0.82226)  -0.01
C (-0.05524, -0.22195, -0.28070)  -0.24
O (-0.70979, -1.00346, -1.25518)  -0.07
C (-0.09221, -0.89151, -2.54074)  -0.15
C (1.16979, -1.81629, -2.70900)  -0.35
C (2.37634, -1.12119, -3.45135)  -0.02
O (0.85180, -3.06173, -3.34437)  -0.04
N (-0.71492, 1.12691, -0.25174)  0.02
C (0.05167, 2.24196, -0.93065)  -0.12
C (-0.97137, 3.18869, -1.68424)  -0.64
C (-0.17717, 4.43023, -2.26635)  -0.15
Cl (-1.74095, 2.36281, -3.11026)  0.63
H (-4.07995, -1.30345, 1.31177)  0.08
H (-4.62241, -1.29457, 3.04540)  0.08
H (-5.11317, 0.03285, 1.96943)  0.08
H (-2.19768, -0.41916, 3.06963)  0.08
H (-3.39682, 0.81005, 3.54230)  0.13
H (-4.09051, 1.24560, 0.15006)  0.11
H (-1.16980, 2.73194, 1.01485)  0.15
H (0.58344, 2.22436, 2.31243)  0.13
H (-0.57912, 1.25337, 3.24312)  0.10
H (1.88243, -1.82236, 3.78662)  -0.07
H (3.79417, -0.76390, 5.61703)  0.07
H (2.26541, 2.90878, 4.65519)  0.05
H (-0.96851, -1.16913, 1.43458)  0.15
H (1.22576, -2.68191, 1.87737)  0.09
H (1.63318, -2.18716, 0.23369)  0.11
H (-0.77952, -3.21261, -0.47884)  0.10
H (0.44048, -4.33293, 0.16813)  0.12
H (-1.47185, -3.24454, 2.29087)  0.04
H (-0.77962, -4.89935, 1.94660)  0.08
H (-2.82966, -5.25344, 1.29567)  0.06
H (-2.24258, -4.77333, -0.10846)  0.06
H (0.98977, -0.07121, -0.64857)  0.17
H (-0.84111, -1.24632, -3.28382)  0.06
H (0.16712, 0.14086, -2.85074)  0.07
H (1.55956, -2.05674, -1.69355)  0.12
H (2.46805, -1.44409, -4.50418)  0.03
H (2.32315, -0.03000, -3.31434)  0.04
H (3.29705, -1.48332, -2.93635)  0.09
H (1.00241, -3.73543, -2.67953)  0.09
H (-1.58547, 1.04507, -0.80181)  0.15
H (0.62883, 2.86419, -0.21133)  0.15
H (0.78457, 1.88537, -1.67904)  0.09
H (-1.75236, 3.52133, -0.96430)  0.11
H (-0.86591, 4.95818, -2.95991)  0.08
H (0.62834, 3.98934, -2.92227)  -0.07
H (0.21124, 5.09189, -1.46992)  0.09
C (-0.10436, -8.79031, 2.92517)  -1.61
Br (1.19421, -7.43348, 2.45216)  0.55
Br (-1.51694, -8.07125, 4.03654)  0.55
Br (-0.80924, -9.68418, 1.36215)  0.58
H (0.41597, -9.53696, 3.51313)  -0.03
C (2.11252, -3.66281, -6.55379)  -1.61
Br (1.60771, -1.88806, -7.13929)  0.54
Br (1.23487, -5.03635, -7.59517)  0.59
Br (4.03474, -3.89073, -6.53249)  0.57
H (1.76764, -3.76725, -5.53062)  -0.06
C (0.29556, 2.94198, 8.58717)  -1.61
Br (-0.46160, 4.12651, 7.25624)  0.54
Br (-0.51814, 3.18781, 10.32386)  0.59
Br (0.21343, 1.09890, 8.00560)  0.57
H (1.34304, 3.20083, 8.68541)  -0.02
C (5.69104, 3.83485, 2.64084)  -1.63
Br (5.07877, 3.45766, 0.84548)  0.54
Br (7.49127, 4.54008, 2.65291)  0.59
Br (4.46112, 4.99013, 3.58319)  0.57
H (5.71310, 2.89142, 3.17588)  -0.05
C (-1.84386, 0.62869, -7.07267)  -1.58
Br (-1.58079, -0.78068, -5.76900)  0.61
Br (-0.23915, 0.96398, -8.10754)  0.56
Br (-3.36881, 0.27972, -8.20724)  0.60
H (-2.05914, 1.53570, -6.52058)  -0.04
C (-3.66170, 5.92693, 4.91687)  -1.63
Br (-4.23850, 5.45574, 3.12897)  0.55
Br (-1.87497, 6.67174, 4.91937)  0.54
Br (-4.92639, 7.09521, 5.79550)  0.59
H (-3.62382, 5.00846, 5.49061)  -0.04
C (-1.32722, -4.53231, 6.13160)  -1.60
Br (-0.40946, -3.35446, 4.89929)  0.57
Br (-1.41430, -3.78835, 7.91378)  0.60
Br (-3.07672, -5.01836, 5.46457)  0.55
H (-0.74303, -5.44361, 6.19303)  -0.04
C (-0.67148, 2.72926, -11.79297)  -1.64
Br (0.58744, 2.08979, -13.11548)  0.57
Br (-0.57341, 4.64993, -11.57680)  0.56
Br (-2.47457, 2.14198, -12.17551)  0.56
H (-0.38903, 2.28787, -10.84490)  -0.09
C (2.95432, 3.11988, -5.29947)  -1.56
Br (2.62951, 4.48376, -6.62891)  0.61
Br (4.32230, 3.64887, -4.04091)  0.60
Br (1.32707, 2.59827, -4.38284)  0.68
H (3.31559, 2.24191, -5.82310)  -0.02



[5]
Entry from OMol25: the molecule C13H16N6O2 at a distorted geometry (ωB97M-V with the def2-TZVPD basis set).

As for the net charge: 0. The value obtained for the total energy is -26774.5204 eV. Its SMILES is NNC(=O)c1cn(-c2ccccn2)nc1N1CCOCC1. Its largest force on an atom is 3.605 eV/Å.

Each line ends with the Löwdin charge.
Geometry (Å):
N (4.97198, -0.50087, 0.31608)  0.03
N (3.55843, -0.47693, 0.10503)  -0.02
C (2.65275, -0.26407, 1.12039)  -0.45
O (3.04904, -0.24327, 2.30216)  0.02
C (1.25649, -0.00624, 0.84872)  -0.07
C (0.47720, 0.90114, 1.57616)  0.06
N (-0.66156, 1.18247, 0.85309)  -0.04
C (-1.71122, 2.07795, 1.21398)  -0.22
C (-2.70934, 2.38747, 0.26533)  -0.01
C (-3.75626, 3.23900, 0.60944)  -0.06
C (-3.80256, 3.68000, 1.93214)  -0.09
C (-2.77428, 3.39756, 2.79017)  -0.15
N (-1.73740, 2.59389, 2.47061)  0.12
N (-0.60098, 0.42795, -0.30381)  0.15
C (0.50336, -0.25322, -0.32313)  -0.27
N (0.80990, -1.10560, -1.40059)  -0.07
C (1.38029, -2.40409, -1.12639)  -0.15
C (0.28157, -3.47172, -0.94612)  -0.15
O (-0.58022, -3.43572, -2.11180)  -0.15
C (-1.18040, -2.14260, -2.31663)  -0.17
C (-0.08104, -1.08759, -2.57496)  -0.12
H (5.21611, -1.12058, 1.14548)  0.11
H (5.32490, 0.44410, 0.48442)  0.08
H (3.17247, -0.43487, -0.82281)  0.12
H (0.79288, 1.34040, 2.53172)  0.14
H (-2.69301, 1.96088, -0.74026)  0.10
H (-4.50773, 3.51955, -0.12810)  0.11
H (-4.56468, 4.37211, 2.30058)  0.11
H (-2.80485, 3.74416, 3.83595)  0.11
H (2.00684, -2.41086, -0.26372)  0.10
H (2.01150, -2.68039, -1.96516)  0.13
H (-0.32307, -3.24240, -0.05024)  0.13
H (0.76143, -4.46891, -0.82362)  0.13
H (-1.89232, -2.21193, -3.17546)  0.13
H (-1.76766, -1.87016, -1.45245)  0.11
H (-0.58237, -0.12995, -2.72779)  0.11
H (0.50381, -1.30665, -3.44839)  0.11